ORCA calculation (ωB97M-V/def2-TZVPD) on 2 unconnected molecules or ions with the total composition C3H6FNO2 at a distorted geometry.

```
13
C3H6FNO2 (ωB97M-V/def2-TZVPD)
C 0.022 -0.054 -1.942
C -0.442 -0.753 -0.714
C -0.850 -0.080 0.301
F -1.255 -0.640 1.482
H -0.729 -0.065 -2.669
H 0.782 -0.665 -2.557
H 0.319 0.883 -1.593
H -0.176 -1.773 -0.501
H -1.078 0.969 0.229
O 0.997 1.280 3.564
N 0.140 0.613 3.078
O -0.663 -0.016 3.952
H -1.295 -0.606 3.435
```

Properties
Kohn-Sham gap = 10.721 eV
Energy above the lowest of the compared OMol25 structures with the same formula, charge and spin = 453.8 kJ/mol
Spin multiplicity = 1
Charge = 0
Calculated total energy = -11506.590 eV
Structure (SMILES) = C/C=C/F.O=NO